No. 1
# C32H44N4O3

A 7-piece molecular cluster, C32H44N4O3 overall in a non-equilibrium geometry (ωB97M-V/def2-TZVPD, the Open Molecules 2025 dataset).

- SMILES = c1ccncc1.c1ccncc1.c1ccncc1.c1ccncc1.C1CCOC1.C1CCOC1.C1CCOC1
- E_tot (eV) = -45997.9758
- orbital gap (eV) = 9.7746

Last column: Löwdin charge in e.
Atoms and positions in Å:
C (4.0746, -1.0664, 4.6726)  -0.09
C (5.1716, -0.6977, 3.9090)  -0.07
C (6.3498, -0.3786, 4.5686)  -0.15
N (6.4663, -0.3463, 5.8926)  0.05
C (5.3869, -0.6194, 6.6103)  -0.16
C (4.1724, -0.9905, 6.0506)  -0.08
H (3.1289, -1.3089, 4.2034)  0.09
H (5.1275, -0.7949, 2.8322)  0.09
H (7.2738, -0.2933, 4.0051)  0.10
H (5.4742, -0.5246, 7.6878)  0.10
H (3.3201, -1.2756, 6.6536)  0.10
C (0.0883, -1.0811, 1.7700)  -0.08
C (0.9418, -2.0833, 1.3458)  -0.07
C (0.9021, -2.4422, 0.0027)  -0.18
N (0.1556, -1.8373, -0.9073)  0.08
C (-0.6085, -0.8270, -0.4899)  -0.15
C (-0.7068, -0.4384, 0.8372)  -0.06
H (0.0560, -0.7892, 2.8131)  0.11
H (1.6015, -2.5779, 2.0456)  0.10
H (1.5563, -3.2433, -0.3308)  0.10
H (-1.0748, -0.2427, -1.2773)  0.09
H (-1.3203, 0.4022, 1.1348)  0.09
C (0.0524, -6.7628, 0.3676)  -0.08
C (0.5414, -8.0562, 0.3204)  -0.08
C (1.1973, -8.4687, -0.8292)  -0.16
N (1.3148, -7.7204, -1.9236)  0.05
C (0.8143, -6.4921, -1.8707)  -0.15
C (0.1920, -5.9605, -0.7489)  -0.08
H (-0.3847, -6.4045, 1.2918)  0.10
H (0.4453, -8.7291, 1.1613)  0.10
H (1.6146, -9.4684, -0.8993)  0.10
H (0.9063, -5.9167, -2.7864)  0.11
H (-0.1795, -4.9447, -0.7456)  0.08
C (-1.1202, 2.7542, -4.2958)  -0.09
C (-1.9216, 2.7854, -5.4245)  -0.08
C (-1.9452, 1.6745, -6.2537)  -0.15
N (-1.2994, 0.5481, -5.9703)  0.06
C (-0.5072, 0.5435, -4.8969)  -0.15
C (-0.3965, 1.6052, -4.0207)  -0.09
H (-0.9893, 3.6745, -3.7390)  0.11
H (-2.4139, 3.7036, -5.7191)  0.10
H (-2.5249, 1.6735, -7.1706)  0.10
H (0.0239, -0.3883, -4.7310)  0.11
H (0.2566, 1.5733, -3.1580)  0.09
C (-2.8108, 2.9537, 2.7545)  -0.19
C (-3.1244, 3.9411, 3.8690)  -0.17
C (-2.7182, 5.2535, 3.1732)  -0.20
O (-3.0014, 5.0670, 1.7808)  -0.15
C (-3.3968, 3.6944, 1.5746)  -0.20
H (-3.3397, 2.0136, 2.9342)  0.11
H (-1.7424, 2.7678, 2.6525)  0.11
H (-2.5847, 3.7776, 4.8001)  0.11
H (-4.1911, 3.9938, 4.0959)  0.11
H (-1.6341, 5.3899, 3.2916)  0.11
H (-3.1942, 6.1643, 3.5329)  0.11
H (-3.0365, 3.3853, 0.5937)  0.11
H (-4.4911, 3.6769, 1.5847)  0.12
C (3.2130, 2.0621, -0.5066)  -0.15
C (3.2039, 0.6020, -0.0571)  -0.17
C (3.2619, -0.1090, -1.3976)  -0.20
O (4.2527, 0.6333, -2.1142)  -0.14
C (4.1513, 1.9906, -1.7265)  -0.21
H (3.6107, 2.7083, 0.2732)  0.11
H (2.1999, 2.3330, -0.7973)  0.10
H (2.3489, 0.3173, 0.5620)  0.09
H (4.0644, 0.3251, 0.5603)  0.11
H (2.3063, 0.0338, -1.9218)  0.11
H (3.5119, -1.1653, -1.3715)  0.12
H (3.7441, 2.6159, -2.5355)  0.11
H (5.1540, 2.3885, -1.5559)  0.12
C (-4.4803, 2.1365, -2.5132)  -0.16
C (-3.3254, 1.2010, -2.1766)  -0.19
C (-3.9225, 0.3072, -1.0873)  -0.21
O (-5.3203, 0.2504, -1.3364)  -0.13
C (-5.6976, 1.2526, -2.2824)  -0.20
H (-4.4361, 2.5432, -3.5204)  0.10
H (-4.4696, 2.9747, -1.8074)  0.11
H (-2.4089, 1.7042, -1.8731)  0.09
H (-3.0636, 0.5739, -3.0342)  0.11
H (-3.7542, 0.7276, -0.0859)  0.11
H (-3.5414, -0.7138, -1.1168)  0.11
H (-6.6275, 1.7284, -1.9758)  0.12
H (-5.9240, 0.7332, -3.2278)  0.12


No. 2
# C32H44N5O2P2RuSSe2

C32H44N5O2P2RuSSe2 as an isolated structure (ωB97M-V/def2-TZVPD, the Open Molecules 2025 dataset).

- multiplicity = 5
- charge = -1
- E_tot (eV) = -208133.3080
- orbital gap (spin up / spin down) (eV) = 5.7596 / 6.5738

Last column: Löwdin spin population.
Atoms and positions in Å:
Ru (0.2220, 0.8556, 0.2757)  3.34
O (1.1638, 0.6543, 2.4443)  0.10
N (0.6018, 1.1815, 3.5041)  0.01
C (1.2420, 1.0148, 4.6849)  0.00
C (0.7423, 1.5035, 5.8585)  0.00
C (-0.4716, 2.2020, 5.8179)  0.00
C (-1.0953, 2.3838, 4.6142)  0.01
C (-0.5673, 1.8874, 3.4000)  0.01
S (-1.2909, 2.1572, 1.8842)  0.09
H (2.1640, 0.4610, 4.5900)  0.00
H (1.2912, 1.3444, 6.7751)  0.00
H (-0.9071, 2.6045, 6.7229)  0.00
H (-2.0253, 2.9298, 4.5412)  0.00
Se (-1.0234, 2.8577, -1.5705)  0.09
P (-1.8500, 1.1137, -2.4636)  0.02
Se (-1.3281, -0.7314, -1.4822)  0.09
C (-1.3648, 1.0047, -4.2336)  0.00
C (-0.9583, 2.1417, -4.9223)  0.00
C (-0.6440, 2.0672, -6.2725)  0.00
C (-0.7309, 0.8546, -6.9413)  0.00
C (-1.1266, -0.2856, -6.2558)  0.00
C (-1.4410, -0.2103, -4.9062)  0.00
C (-3.6749, 1.2695, -2.6027)  0.00
C (-4.2203, 2.4792, -3.0264)  0.00
C (-5.5906, 2.6186, -3.1678)  0.00
C (-6.4325, 1.5502, -2.8780)  0.00
C (-5.8945, 0.3480, -2.4485)  0.00
C (-4.5180, 0.2069, -2.3126)  0.00
H (-0.8586, 3.0762, -4.3830)  0.00
H (-0.3195, 2.9571, -6.7971)  0.00
H (-0.4773, 0.7954, -7.9928)  0.00
H (-1.1809, -1.2383, -6.7675)  0.00
H (-1.7260, -1.1017, -4.3600)  0.00
H (-3.5639, 3.3194, -3.2204)  0.00
H (-6.0040, 3.5654, -3.4917)  0.00
H (-7.5049, 1.6620, -2.9782)  0.00
H (-6.5450, -0.4840, -2.2092)  0.00
H (-4.0875, -0.7240, -1.9635)  0.00
C (-1.6266, -5.0405, 2.4828)  0.00
N (-1.6297, -3.7431, 1.8546)  0.00
C (-2.6571, -3.5466, 0.8481)  0.00
P (-0.3809, -2.6548, 1.9424)  0.00
O (-0.8587, -1.2708, 1.7580)  0.02
N (0.7315, -3.1056, 0.8169)  0.00
C (1.8774, -2.2364, 0.5771)  0.01
C (0.6669, -4.2760, -0.0238)  0.00
N (0.3296, -2.8928, 3.4165)  0.00
C (-0.2577, -2.2777, 4.5905)  0.00
C (1.4740, -3.7330, 3.6638)  0.00
H (-2.5795, -5.2163, 2.9936)  0.00
H (-0.8310, -5.1060, 3.2226)  0.00
H (-1.4881, -5.8527, 1.7551)  0.00
H (-3.6412, -3.7496, 1.2817)  0.00
H (-2.5194, -4.2173, -0.0101)  0.00
H (-2.6441, -2.5156, 0.4989)  0.00
H (1.8961, -1.4249, 1.3069)  0.01
H (1.8350, -1.7986, -0.4246)  0.00
H (2.8104, -2.8048, 0.6766)  0.00
H (-0.2502, -4.8339, 0.1511)  0.00
H (1.5175, -4.9474, 0.1590)  0.00
H (0.6932, -3.9875, -1.0798)  0.00
H (-1.0194, -1.5613, 4.2888)  0.00
H (0.5065, -1.7375, 5.1563)  0.00
H (-0.7058, -3.0298, 5.2524)  0.00
H (1.8600, -4.1318, 2.7279)  0.00
H (1.2239, -4.5763, 4.3230)  0.00
H (2.2774, -3.1638, 4.1447)  0.00
C (2.1679, 3.9124, 0.7790)  0.01
N (3.5267, 3.4345, 0.9705)  0.00
C (4.4371, 4.1088, 0.0715)  0.00
C (3.6365, 1.9700, 0.9138)  0.01
C (3.3909, 1.3412, -0.4469)  0.02
C (4.5184, 1.1470, -1.2487)  0.00
C (4.4223, 0.6687, -2.5470)  0.01
C (3.1589, 0.3968, -3.0494)  0.00
C (2.0421, 0.5702, -2.2409)  0.02
C (2.0934, 1.0157, -0.9073)  0.08
H (2.1223, 4.9768, 1.0250)  0.00
H (1.4862, 3.3779, 1.4420)  0.00
H (1.7992, 3.7747, -0.2490)  0.00
H (4.3894, 5.1854, 0.2542)  0.00
H (4.2129, 3.9344, -0.9927)  0.00
H (5.4622, 3.7772, 0.2565)  0.00
H (2.9421, 1.5644, 1.6487)  0.00
H (4.6565, 1.7260, 1.2332)  0.00
H (5.4960, 1.3884, -0.8403)  0.00
H (5.3110, 0.5186, -3.1489)  0.00
H (3.0369, 0.0372, -4.0655)  0.00
H (1.0771, 0.3141, -2.6740)  0.00


Energy relative to the best compared isomer or geometry (same formula, charge and spin)
In order: 496.9, 24.2
Unit: kJ/mol